[1]
DFT (ωB97M-V/def2-TZVPD) results for a cluster of 2 separate species, C6H10N2O in total in a non-equilibrium geometry.

Summary:
HOMO energy ... -9.44 eV
SMILES string ... [H]/N=C/C(C)=O.[H]/N=C/C=C
Gap between HOMO and LUMO ... 9.07 eV

Last column: Löwdin charge in e.
Element x y z (Å)
H (1.260, 0.257, -2.835)  0.0622
N (1.293, 0.572, -1.866)  0.1266
C (1.187, -0.355, -0.996)  -0.2119
C (1.650, 0.003, 0.410)  -0.4553
C (1.298, 1.385, 0.819)  -0.0191
O (2.108, -0.861, 1.123)  0.0804
H (1.247, -1.431, -1.207)  0.1255
H (1.512, 2.085, 0.016)  0.0733
H (1.747, 1.651, 1.768)  0.0861
H (0.140, 1.386, 0.860)  0.0792
H (-1.249, -2.157, 2.169)  0.0586
N (-1.388, -1.314, 1.617)  0.1156
C (-1.315, -1.483, 0.369)  -0.2725
C (-1.366, -0.341, -0.552)  -0.2045
C (-1.647, 0.907, -0.103)  0.0031
H (-1.177, -2.461, -0.113)  0.1116
H (-1.458, -0.584, -1.603)  0.0985
H (-1.954, 1.046, 0.922)  0.0703
H (-1.887, 1.697, -0.797)  0.0724

---

[2]
DFT (ωB97M-V/def2-TZVPD) results for an isolated molecule of C6H10N2O in a non-equilibrium geometry.

Summary:
HOMO energy ... -7.91 eV
SMILES string ... Cn1c(N)ccc1CO
Gap between HOMO and LUMO ... 8.80 eV

Last column: Löwdin charge in e.
Element x y z (Å)
C (-0.321, -1.875, -0.345)  -0.0216
N (-0.321, -0.467, -0.293)  -0.0602
C (-1.412, 0.222, 0.081)  -0.3423
N (-2.652, -0.514, 0.300)  0.0725
C (-1.168, 1.571, 0.105)  -0.0495
C (0.185, 1.713, -0.265)  -0.0586
C (0.771, 0.441, -0.358)  -0.2051
C (2.194, -0.015, -0.414)  -0.1983
O (2.515, -0.408, 0.918)  -0.0776
H (0.571, -2.279, 0.138)  0.1017
H (-0.328, -2.194, -1.320)  0.0666
H (-1.255, -2.208, 0.071)  0.0766
H (-2.806, -0.744, 1.315)  0.1093
H (-3.428, -0.041, -0.098)  0.0590
H (-1.777, 2.441, 0.388)  0.1050
H (0.840, 2.517, -0.487)  0.0894
H (2.806, 0.910, -0.660)  0.1296
H (2.477, -0.814, -1.094)  0.1150
H (2.097, 0.206, 1.532)  0.0884

---

Taking the records one at a time from the top gives relative energy (zero: lowest compared OMol25 entry of this formula, charge and spin) values of 69.6; 30.9 kcal/mol.